2 unconnected molecules or ions with the total composition C4H10NO2P in a non-equilibrium geometry, computed with wB97M-V/def2-TZVPD.

- total charge = 0
- Kohn-Sham gap (alpha / beta) (Eh) = 0.2172 / 0.2340
- highest occupied orbital energy (alpha / beta) (eV) = -5.108 / -9.044
- spin multiplicity = 3
- DFT total energy (a.u.) = -704.7918
- energy above the lowest of the compared OMol25 structures with the same formula, charge and spin (eV) = 1.850

Last column: Löwdin spin population.
Element x y z (Å)
C1 2.2142 -0.7348 0.0516  0.03
C2 2.6347 0.6949 0.0179  0.14
C3 0.7406 -0.7829 -0.1430  0.09
C4 1.3221 1.3751 -0.3413  0.58
N1 0.3771 0.5876 -0.5214  1.00
O1 -4.2810 -0.2095 -1.0139  0.00
O2 -2.4797 0.3407 0.9612  0.01
P1 -3.5373 -0.7672 0.3908  0.00
H1 2.6898 -1.3601 -0.7744  0.00
H2 2.6358 -1.2866 0.9285  0.00
H3 3.0319 0.9386 1.0680  0.03
H4 3.3287 1.1117 -0.7224  0.02
H5 0.5661 -1.5865 -0.9135  0.00
H6 0.0393 -1.1868 0.5975  0.01
H7 1.1198 2.4002 -0.4818  0.06
H8 -4.1469 0.7463 -1.1762  0.00
H9 -4.6133 -0.4339 1.3463  0.00
H10 -1.6417 0.1534 0.7261  0.01

Cartesian forces (eV/Å) of the 3 atoms listed first:
2.7 -3.0 -0.6
-0.1 2.3 1.2
-3.4 -2.5 -1.3